1.
Below is a cluster of 2 separate species, C2H4ClN3 in total, with properties calculated with wB97M-V/def2-TZVPD.

Geometry as XYZ:
```
10
Properties=species:S:1:pos:R:3:forces:R:3
C 1.6127 -1.3615 0.0911 -0.694 0.126 -0.056
C -0.6234 -0.5592 -0.0196 -1.790 4.311 0.197
N 0.4745 -1.0303 -0.3745 2.592 -1.346 -0.724
N -1.8229 -0.6768 0.1458 -0.650 -0.946 0.181
N 0.0454 1.9016 -0.3553 0.136 -2.255 0.047
Cl -3.0514 0.4880 0.0735 0.747 -0.187 0.106
H 2.3604 -1.6634 -0.6220 0.236 -0.072 -0.096
H 1.8511 -1.3728 1.1488 -0.061 0.096 0.130
H 0.0122 2.1046 0.6424 -0.253 0.098 0.117
H -0.8587 2.1698 -0.7303 -0.262 0.176 0.098
```
Forces are in eV/Å.

* ΔE to the lowest compared entry with this formula, charge and spin: 445.51 kJ/mol
* LUMO level: -1.8 eV
* net charge: 0
* max |F|: 4.7 eV/Å

2.
Below is a cluster of 3 separate species, C2H8N6O in total, with properties calculated with wB97M-V/def2-TZVPD.

Geometry as XYZ:
```
17
Properties=species:S:1:pos:R:3:forces:R:3
C -0.7449 -0.8149 -0.3182 0.942 -1.340 -1.936
C 0.6483 -0.4074 0.1185 -3.309 -1.404 3.653
H -1.0840 1.5423 -2.2467 0.647 -0.139 3.630
H -1.3616 2.2930 -0.6916 0.101 -0.569 -0.417
H -2.3568 -0.0990 -1.0985 -1.531 0.150 -1.312
H 0.2091 -2.4417 -0.1400 -4.443 0.313 -1.684
H 1.8629 -1.1911 1.9386 -4.224 1.979 -1.990
H 1.1997 1.1737 2.2650 -4.372 -2.548 1.377
H 0.2036 -0.2141 3.4105 -0.236 1.201 -1.672
H 1.6364 1.0799 -2.2878 -3.195 -5.064 0.575
N -0.8657 1.4997 -1.1266 -2.819 -1.069 -2.181
N -1.6120 0.2767 -0.5873 2.820 0.077 0.707
N -0.8956 -2.1164 -0.5878 3.711 2.623 2.552
N 0.7339 -0.8646 1.5018 3.138 0.646 2.077
N -0.0127 0.2704 2.4657 6.691 -0.161 -1.455
N 1.4733 0.0788 -0.6585 2.084 -0.706 -0.024
O 0.9661 -0.0653 -1.9571 3.994 6.011 -1.901
```
Forces are in eV/Å.

* ΔE to the lowest compared entry with this formula, charge and spin: 995.47 kJ/mol
* LUMO level: 0.0 eV
* net charge: 0
* max |F|: 7.5 eV/Å